[1]
Here is a cluster of 8 separate species, C32H48O24 in total from the OMol25 dataset. Energies are from ωB97M-V with the def2-TZVPD basis set.

SMILES string: C[C@H]1COC(=O)O1.C[C@H]1COC(=O)O1.C[C@H]1COC(=O)O1.C[C@H]1COC(=O)O1.C[C@H]1COC(=O)O1.C[C@H]1COC(=O)O1.C[C@H]1COC(=O)O1.C[C@H]1COC(=O)O1
HOMO energy: -10.56 eV
LUMO: -0.004 Ha
Energy relative to the best compared isomer or geometry (same formula, charge and spin): 107.4 kcal per mole

Element x y z (Å)
C 1.5231 -10.9224 2.0864
C 0.1563 -10.6128 2.6038
C -0.0599 -9.2287 3.2203
O -1.1814 -8.6901 2.5297
C -1.5040 -9.5394 1.5263
O -2.2831 -9.3112 0.5776
O -0.7731 -10.6918 1.6024
H 1.7074 -10.2260 1.2684
H 1.4991 -11.9069 1.6192
H 2.3084 -10.9824 2.8398
H -0.0847 -11.3360 3.3828
H 0.7538 -8.5038 3.2021
H -0.3942 -9.3674 4.2485
C 2.3964 8.1645 -8.1333
C 2.2946 6.9869 -7.1881
C 2.3947 7.2013 -5.6434
O 1.2292 6.5702 -5.1634
C 0.3844 6.2141 -6.1586
O -0.6376 5.5453 -5.9565
O 0.9095 6.4931 -7.3209
H 3.3632 8.6499 -7.9999
H 1.6428 8.8852 -7.8161
H 2.2875 7.8740 -9.1783
H 3.0624 6.2654 -7.4674
H 2.4969 8.2626 -5.4165
H 3.2699 6.6598 -5.2844
C 7.4753 -6.8232 -4.9399
C 5.9457 -6.4708 -5.0249
C 5.1326 -6.2369 -3.6860
O 4.4590 -5.0036 -3.9846
C 4.9443 -4.4125 -5.0935
O 4.5970 -3.3153 -5.4979
O 5.8042 -5.2679 -5.7124
H 7.8061 -7.3616 -5.8281
H 7.6097 -7.4557 -4.0624
H 8.1323 -5.9582 -4.8494
H 5.4254 -7.2210 -5.6203
H 5.8531 -6.1209 -2.8763
H 4.5051 -7.0815 -3.4016
C -6.3098 -3.0078 1.5390
C -7.2866 -2.1990 0.6932
C -6.6724 -1.1184 -0.1020
O -6.8671 -1.4525 -1.4928
C -7.4412 -2.6877 -1.4436
O -7.6884 -3.4559 -2.3942
O -7.7698 -3.0645 -0.2322
H -5.8794 -2.3463 2.2908
H -5.4196 -3.2246 0.9485
H -6.7705 -3.8893 1.9849
H -8.1284 -1.8462 1.2890
H -5.5920 -1.1548 0.0382
H -6.9409 -0.1145 0.2270
C 3.2716 6.9982 2.3738
C 4.8157 6.6714 2.5123
C 5.1840 5.2129 2.7036
O 6.1075 5.0443 1.6140
C 6.1472 6.1163 0.8197
O 6.8180 6.2242 -0.2222
O 5.4338 7.1069 1.3433
H 2.7197 6.3709 3.0739
H 2.9929 6.5902 1.4022
H 2.9283 8.0326 2.3895
H 5.2654 7.2346 3.3300
H 4.2858 4.5976 2.6526
H 5.8192 5.0611 3.5763
C -1.2836 -2.8486 7.4003
C -1.5140 -3.4091 8.8344
C -2.3007 -4.7628 8.8034
O -1.6065 -5.4149 9.8980
C -0.3936 -4.9023 10.0571
O 0.4914 -5.3521 10.8084
O -0.2981 -3.7291 9.4248
H -2.1863 -2.4586 6.9301
H -0.8520 -3.6655 6.8220
H -0.5561 -2.0387 7.4555
H -1.9376 -2.6236 9.4603
H -2.1357 -5.3415 7.8946
H -3.3419 -4.5221 9.0182
C -0.6628 2.2762 0.0073
C -0.0757 1.0760 -0.7113
C 1.4176 1.1322 -1.0406
O 1.8873 -0.0375 -0.4424
C 0.9790 -0.7183 0.1601
O 1.3254 -1.7081 0.8233
O -0.2415 -0.1383 0.0376
H -1.7502 2.2646 -0.0670
H -0.3038 3.2402 -0.3530
H -0.3773 2.3489 1.0568
H -0.6520 1.0700 -1.6365
H 2.0087 2.0185 -0.8100
H 1.4933 1.0700 -2.1262
C -6.1525 7.1999 -2.5036
C -4.8525 7.3086 -1.6878
C -4.0873 8.5961 -1.8873
O -3.7120 8.9851 -0.5703
C -4.4299 8.2383 0.3448
O -4.3630 8.4174 1.5557
O -5.2057 7.3073 -0.3221
H -6.7472 6.3158 -2.2736
H -5.9872 7.1779 -3.5808
H -6.7918 8.0465 -2.2533
H -4.2920 6.3890 -1.8562
H -4.7421 9.2857 -2.4200
H -3.2442 8.4830 -2.5688


[2]
Here is a structure of composition C50H26Cl5CrF5N7P2Se4 from the OMol25 dataset. Energies are from ωB97M-V with the def2-TZVPD basis set.

Spin multiplicity: 4
HOMO energy (alpha / beta): -6.90 / -6.99 eV
LUMO (alpha / beta): -0.053 / -0.057 Ha
Energy relative to the best compared isomer or geometry (same formula, charge and spin): 36.0 kcal per mole

Element x y z (Å)
Cr -0.5031 2.3887 -0.5912
Se -3.3109 -3.3829 1.2817
P -1.4273 -3.3678 0.3727
C -1.5049 -4.2234 -1.2322
C -0.9397 -5.4694 -1.4753
C -1.2082 -6.1242 -2.6697
C -2.0634 -5.5573 -3.6010
C -2.6552 -4.3285 -3.3445
C -2.3759 -3.6622 -2.1654
C -0.1283 -4.2055 1.3389
C -0.4143 -4.6034 2.6387
C 0.5293 -5.3081 3.3724
C 1.7563 -5.6229 2.8050
C 2.0464 -5.2219 1.5090
C 1.1072 -4.5159 0.7762
C -0.9041 -1.6417 0.0458
C 0.1895 -0.8711 -0.4360
N -0.2687 0.4016 -0.4682
N -1.5028 0.4194 -0.0028
N -1.8997 -0.7691 0.3180
P 1.9287 -1.1471 -0.8645
Se 2.8774 0.5575 -1.6455
C 2.7248 -1.6010 0.7035
C 4.1007 -1.8253 0.6855
C 4.7816 -2.0357 1.8731
C 4.1005 -1.9908 3.0827
C 2.7376 -1.7370 3.1045
C 2.0477 -1.5447 1.9170
C 1.9886 -2.4867 -2.0806
C 1.1607 -2.3214 -3.1885
C 1.2636 -3.1890 -4.2598
C 2.1931 -4.2196 -4.2282
C 3.0265 -4.3750 -3.1331
C 2.9352 -3.5037 -2.0599
H -0.3125 -5.9419 -0.7324
H -0.7589 -7.0900 -2.8630
H -2.2747 -6.0784 -4.5264
H -3.3439 -3.8973 -4.0599
H -2.8615 -2.7195 -1.9377
H -1.3835 -4.3694 3.0618
H 0.2998 -5.6224 4.3820
H 2.4828 -6.1937 3.3695
H 3.0060 -5.4631 1.0678
H 1.3231 -4.2181 -0.2406
H 4.6316 -1.8087 -0.2583
H 5.8488 -2.2142 1.8573
H 4.6346 -2.1457 4.0113
H 2.2061 -1.6910 4.0465
H 0.9786 -1.3711 1.9426
H 0.4551 -1.4987 -3.2113
H 0.6230 -3.0572 -5.1209
H 2.2687 -4.9010 -5.0656
H 3.7602 -5.1706 -3.1198
H 3.6029 -3.6145 -1.2141
Se 0.5401 8.0348 4.2835
N 1.0034 6.3353 4.2840
C 0.6069 5.8138 3.1508
C 0.8276 4.4318 2.7771
C 1.5797 3.5305 3.5283
C 1.7646 2.2557 3.0286
C 1.1687 1.9025 1.8310
N 0.4156 2.7343 1.1157
C 0.2832 4.0033 1.5655
C -0.3882 4.9111 0.6679
N -0.8007 4.3643 -0.4950
C -1.3561 5.1710 -1.3976
C -1.5378 6.5280 -1.1837
C -1.1381 7.0902 0.0104
C -0.5414 6.2652 0.9619
C -0.0614 6.7235 2.2494
N -0.1868 7.9524 2.6814
H 2.0252 3.8556 4.4584
H 2.3732 1.5340 3.5539
H 1.3203 0.9143 1.4215
H -1.6654 4.7137 -2.3278
H -2.0013 7.1285 -1.9523
H -1.2685 8.1416 0.2244
Cl -1.2894 1.9868 -2.9256
C 0.2344 2.8054 -3.1538
C 0.8497 3.0396 -1.9383
C 2.0285 3.7722 -1.9766
Cl 2.8173 4.1817 -0.4994
C 2.5766 4.1975 -3.1862
Cl 4.0553 5.0679 -3.2070
C 1.9134 3.9304 -4.3869
Cl 2.5648 4.4784 -5.8764
C 0.7082 3.2288 -4.3776
Cl -0.1629 2.9181 -5.8221
F -7.6111 0.8411 3.4990
C -6.6175 1.3093 2.7406
C -6.7193 1.2698 1.3602
F -7.8112 0.7485 0.7921
C -5.6993 1.7856 0.5833
F -5.8211 1.7573 -0.7451
C -4.5572 2.3457 1.1505
Se -3.2446 3.1867 0.0943
C -4.4774 2.3560 2.5404
F -3.3973 2.8834 3.1304
C -5.4870 1.8458 3.3330
F -5.3907 1.8799 4.6673